Entry 1:
Density functional theory data (ωB97M-V/def2-TZVPD) for a gas-phase ion, C5H5N2 (charge +1) in a non-equilibrium geometry.

HOMO energy = -15.67 eV
LUMO level = -7.302 eV
Orbital gap = 8.37 eV
Energy relative to the best compared isomer or geometry (same formula, charge and spin) = 48.7 kcal per mole
DFT total energy = -8234.3350 eV

Structure (ORCA input):
```
! wB97M-V def2-TZVPD RIJCOSX def2/J DEFGRID3
* xyz 1 1
C 1.781 -0.837 -0.007
C 2.018 0.532 -0.321
C -0.085 1.254 0.436
C -0.896 0.280 0.223
C -1.779 -0.726 -0.135
N 1.169 1.446 -0.125
N 1.415 -1.896 0.225
H 2.966 0.811 -0.767
H -0.372 2.091 1.079
H -2.746 -0.498 0.339
H -1.478 -1.703 0.262
H -1.994 -0.755 -1.209
*
```

=====

Entry 2:
Density functional theory data (ωB97M-V/def2-TZVPD) for a molecular structure, C5H5N2OPS in a non-equilibrium geometry.

HOMO energy = -8.81 eV
LUMO level = -1.151 eV
Orbital gap = 7.66 eV
Energy relative to the best compared isomer or geometry (same formula, charge and spin) = 17.6 kcal per mole
DFT total energy = -30414.7296 eV

Structure (ORCA input):
```
! wB97M-V def2-TZVPD RIJCOSX def2/J DEFGRID3
* xyz 0 1
C -0.993 -1.599 -2.247
C -0.844 -1.149 -0.969
C -0.078 0.306 -2.367
C -0.014 0.868 0.070
C 0.633 -0.037 1.678
N -0.502 -0.656 -3.117
N -0.214 0.034 -1.022
O 0.043 2.054 -0.011
P 0.648 1.298 2.836
S 1.249 -1.500 1.713
H -1.485 -2.407 -2.602
H -1.312 -1.493 -0.056
H 0.409 1.136 -2.808
H -0.685 1.282 3.056
H 0.900 0.606 4.005
*
```

=====

Entry 3:
Density functional theory data (ωB97M-V/def2-TZVPD) for a single C5H5N3 molecule in a non-equilibrium geometry.

HOMO energy = -9.32 eV
LUMO level = 0.601 eV
Orbital gap = 9.92 eV
Energy relative to the best compared isomer or geometry (same formula, charge and spin) = 75.3 kcal per mole
SMILES = C#CCN/N=C\C#N
DFT total energy = -9732.2244 eV

Structure (ORCA input):
```
! wB97M-V def2-TZVPD RIJCOSX def2/J DEFGRID3
* xyz 0 1
C -1.220 -2.501 1.802
C -0.675 -1.656 1.100
C -0.061 -0.619 0.219
C 0.736 1.981 -1.059
C 1.013 0.990 -2.095
H -1.771 -3.163 2.441
H -0.412 -0.837 -0.800
H 1.047 -0.902 0.260
H -0.720 0.925 1.563
H 1.012 3.006 -1.268
N -0.345 0.757 0.601
N 0.113 1.873 0.050
N 1.282 0.147 -2.813
*
```

=====

Entry 4:
Density functional theory data (ωB97M-V/def2-TZVPD) for a single C5H5N3 molecule in a non-equilibrium geometry.

HOMO energy = -8.70 eV
LUMO level = 0.737 eV
Orbital gap = 9.43 eV
Energy relative to the best compared isomer or geometry (same formula, charge and spin) = 36.5 kcal per mole
SMILES = c1ncc2c(n1)CN2
DFT total energy = -9733.9070 eV

Structure (ORCA input):
```
! wB97M-V def2-TZVPD RIJCOSX def2/J DEFGRID3
* xyz 0 1
C -0.542 1.652 -0.673
C -0.666 -0.272 0.088
C -0.476 -1.537 0.534
C 1.799 -1.111 0.336
C 0.490 0.467 -0.377
H -0.515 1.823 -1.723
H -0.315 2.525 -0.108
H -2.233 1.204 0.530
H -1.371 -2.165 0.867
H 2.825 -1.538 0.308
N -1.546 0.759 -0.176
N 0.811 -1.941 0.582
N 1.739 0.132 -0.187
*
```

=====

Entry 5:
Density functional theory data (ωB97M-V/def2-TZVPD) for a single C5H5N3 molecule in a non-equilibrium geometry.

HOMO energy = -9.65 eV
LUMO level = 0.665 eV
Orbital gap = 10.32 eV
Energy relative to the best compared isomer or geometry (same formula, charge and spin) = 7.0 kcal per mole
SMILES = Cc1[nH]ncc1C#N
DFT total energy = -9735.1862 eV

Structure (ORCA input):
```
! wB97M-V def2-TZVPD RIJCOSX def2/J DEFGRID3
* xyz 0 1
C 0.029 1.724 -0.086
C 0.192 0.257 -0.014
C 0.283 -1.931 -0.090
C -0.610 -0.844 -0.129
C -2.035 -0.748 -0.015
H 0.450 2.095 0.947
H 0.537 2.284 -0.953
H -1.086 1.939 -0.116
H 2.218 0.404 0.369
H 0.175 -2.994 -0.179
N 1.457 -0.177 0.092
N 1.559 -1.462 0.050
N -3.169 -0.545 0.125
*
```

=====

Entry 6:
Density functional theory data (ωB97M-V/def2-TZVPD) for a single C5H5N3O molecule in a non-equilibrium geometry.

HOMO energy (alpha / beta) = -10.30 / -9.24 eV
LUMO level (alpha / beta) = -1.879 / -1.318 eV
Orbital gap (alpha / beta) = 8.42 / 7.92 eV
Energy relative to the best compared isomer or geometry (same formula, charge and spin) = 124.9 kcal per mole
DFT total energy = -11778.3023 eV

Structure (ORCA input):
```
! wB97M-V def2-TZVPD RIJCOSX def2/J DEFGRID3
* xyz 0 1
C 0.923 2.548 1.163
C 3.112 2.073 0.460
C 0.279 -0.726 0.108
C 0.021 0.641 -0.636
C 1.751 1.812 0.242
N 0.285 3.042 2.024
N 4.190 2.246 0.745
N 0.537 -0.570 1.425
O 1.339 1.118 -0.817
H -0.691 -1.404 -0.201
H 1.093 -1.310 -0.239
H -0.338 0.500 -1.608
H -0.703 1.294 0.049
H -0.221 0.008 1.769
*
```

=====

Entry 7:
Density functional theory data (ωB97M-V/def2-TZVPD) for 2 unconnected molecules or ions with the total composition C5H5N3O7 in a non-equilibrium geometry.

HOMO energy (alpha / beta) = -7.46 / -10.66 eV
LUMO level (alpha / beta) = -0.743 / -3.128 eV
Orbital gap (alpha / beta) = 6.71 / 7.53 eV
DFT total energy = -24055.4630 eV

Structure (ORCA input):
```
! wB97M-V def2-TZVPD RIJCOSX def2/J DEFGRID3
* xyz 0 3
C 0.822 -0.372 -1.156
C -0.535 -0.249 -1.374
C 1.025 -0.242 0.235
C -1.151 -0.113 -0.076
C 2.273 -0.548 1.007
N 1.097 1.952 -0.019
N -1.933 -1.596 0.133
N -2.240 0.818 0.140
O 1.892 2.564 0.653
O -3.031 -1.544 -0.281
O -3.057 1.016 -0.732
O 0.078 2.303 -0.593
O -1.241 -2.412 0.642
O -2.339 1.242 1.264
O -0.181 -0.156 0.867
H 1.659 -0.355 -1.811
H -0.985 -0.042 -2.313
H 2.032 -1.648 1.315
H 2.546 -0.029 1.826
H 3.270 -0.591 0.274
*
```

=====

Entry 8:
Density functional theory data (ωB97M-V/def2-TZVPD) for a molecular structure, C5H5NNiO4 in a non-equilibrium geometry.

HOMO energy (alpha / beta) = -18.68 / -18.67 eV
LUMO level (alpha / beta) = -11.413 / -13.388 eV
Orbital gap (alpha / beta) = 7.26 / 5.29 eV
Energy relative to the best compared isomer or geometry (same formula, charge and spin) = 35.9 kcal per mole
DFT total energy = -55966.5952 eV

Structure (ORCA input):
```
! wB97M-V def2-TZVPD RIJCOSX def2/J DEFGRID3
* xyz 2 3
O 1.569 -3.750 0.265
C 0.481 -3.498 0.191
Ni -0.402 0.993 -0.067
C -1.901 0.393 -0.985
C 0.117 1.576 -1.556
O -2.796 -0.331 -1.117
O 0.811 2.193 -2.239
C 3.164 1.032 2.526
C 1.809 0.807 1.913
N 0.732 1.299 2.596
O 1.550 0.231 0.802
H 3.090 1.521 3.500
H 3.760 1.643 1.861
H 3.657 0.076 2.623
H -0.248 1.115 2.266
H 0.838 1.696 3.527
*
```

=====

Entry 9:
Density functional theory data (ωB97M-V/def2-TZVPD) for a single C5H5NO molecule in a non-equilibrium geometry.

HOMO energy = -8.29 eV
LUMO level = 0.232 eV
Orbital gap = 8.53 eV
Energy relative to the best compared isomer or geometry (same formula, charge and spin) = 137.7 kcal per mole
DFT total energy = -8797.4470 eV

Structure (ORCA input):
```
! wB97M-V def2-TZVPD RIJCOSX def2/J DEFGRID3
* xyz 0 1
O -1.974 0.038 -0.329
C -1.071 -0.833 0.307
C 0.383 -0.456 0.055
C 0.712 0.892 -0.113
C 0.936 2.019 -0.589
C 1.409 -1.374 0.394
N 2.215 -2.147 0.716
H -1.897 0.905 0.090
H -1.236 -0.859 1.397
H -1.272 -1.836 -0.079
H 0.648 0.579 -1.274
H 1.147 3.070 -0.575
*
```

=====

Entry 10:
Density functional theory data (ωB97M-V/def2-TZVPD) for a single C5H5NO molecule.

HOMO energy (alpha / beta) = -8.84 / -8.82 eV
LUMO level (alpha / beta) = -0.841 / -0.514 eV
Orbital gap (alpha / beta) = 8.00 / 8.31 eV
Energy relative to the best compared isomer or geometry (same formula, charge and spin) = 129.9 kcal per mole
DFT total energy = -8797.7869 eV

Structure (ORCA input):
```
! wB97M-V def2-TZVPD RIJCOSX def2/J DEFGRID3
* xyz 0 1
O 1.341 0.382 -1.690
C 1.063 -0.358 -0.580
C 0.064 0.974 0.684
C -1.102 0.083 0.865
N -1.798 0.731 1.615
C 0.075 -1.335 -0.536
C -1.049 -1.299 0.112
H 0.574 0.336 -2.280
H 1.967 -0.470 0.018
H 0.757 1.122 1.515
H -0.025 1.842 0.025
H -1.867 -2.007 0.252
*
```

=====

Entry 11:
Density functional theory data (ωB97M-V/def2-TZVPD) for a molecular structure, C5H5NO.

HOMO energy (alpha / beta) = -8.46 / -8.45 eV
LUMO level (alpha / beta) = -0.703 / -0.704 eV
Orbital gap (alpha / beta) = 7.75 / 7.75 eV
Energy relative to the best compared isomer or geometry (same formula, charge and spin) = 107.3 kcal per mole
DFT total energy = -8798.7642 eV

Structure (ORCA input):
```
! wB97M-V def2-TZVPD RIJCOSX def2/J DEFGRID3
* xyz 0 1
O -1.665 0.577 1.902
C -0.726 0.762 1.169
C 0.020 -0.356 0.471
C -0.535 -0.467 -1.040
C 1.505 0.039 0.253
C 1.433 -0.181 -1.051
N 0.692 -0.608 -1.944
H -0.382 1.789 0.919
H -0.166 -1.285 1.020
H -1.170 0.375 -1.338
H -1.080 -1.403 -1.175
H 2.075 0.759 0.814
*
```

=====

Entry 12:
Density functional theory data (ωB97M-V/def2-TZVPD) for a single C5H5NO molecule in a non-equilibrium geometry.

HOMO energy = -7.77 eV
LUMO level = 0.768 eV
Orbital gap = 8.53 eV
Energy relative to the best compared isomer or geometry (same formula, charge and spin) = 98.4 kcal per mole
DFT total energy = -8799.1521 eV

Structure (ORCA input):
```
! wB97M-V def2-TZVPD RIJCOSX def2/J DEFGRID3
* xyz 0 1
C -1.498 0.743 -0.167
C 0.866 -0.151 -0.143
C -2.342 -0.213 -0.074
C -0.139 0.657 0.493
C 0.815 -2.567 0.231
N 0.750 -1.429 -0.126
O -3.155 -1.072 0.011
H -1.932 1.458 -0.889
H 1.797 0.147 -0.686
H 0.283 1.575 0.648
H -0.374 0.175 1.518
H 0.470 -3.533 -0.351
*
```

=====

- DFT total energy of number 7 (C5H5N3O7)?
  -24055.4630 eV

=====

- Which value of DFT total energy does entry 6 give?
  -11778.3023 eV